Formula: C19H22N4O5
Source: the Open Molecules 2025 dataset
Level of theory: ωB97M-V/def2-TZVPD

Structure (XYZ):
```
50
C19H22N4O5 | the Open Molecules 2025 dataset | ωB97M-V/def2-TZVPD
C 3.33562 2.39277 -6.02870
C 3.35898 1.37866 -4.89183
C 4.55138 1.61305 -3.95814
C 4.61791 0.54769 -2.87997
O 5.31799 -0.43875 -3.01240
N 3.87689 0.73339 -1.75778
C 2.89878 1.75858 -1.49161
H 2.88952 2.51301 -2.27431
H 3.14809 2.24025 -0.53784
C 1.51212 1.11370 -1.37601
N 1.52116 0.11397 -0.33122
C 0.37517 -0.14457 0.40050
C -0.38789 0.91447 0.90965
C -1.51149 0.69571 1.67461
C -1.91529 -0.60475 1.96875
C -1.15910 -1.66798 1.48149
C -0.03791 -1.44532 0.71153
H 0.50329 -2.29712 0.33232
H -1.46153 -2.68323 1.69743
N -3.05037 -0.89857 2.72823
C -3.93454 -0.04280 3.29958
O -3.88964 1.17138 3.27219
C -5.03066 -0.75143 4.00207
C -6.10095 -0.22219 4.69276
C -6.85022 -1.31162 5.16036
C -6.18221 -2.43206 4.72055
N -6.47182 -3.80506 4.88817
O -5.70648 -4.60463 4.38963
O -7.47199 -4.07832 5.52239
O -5.08272 -2.09570 4.02079
H -7.75191 -1.30192 5.73715
H -6.29883 0.82032 4.83047
H -3.23041 -1.88741 2.85178
H -2.07847 1.52795 2.05596
H -0.08594 1.93319 0.72280
C 2.49309 -0.92413 -0.59494
H 2.51717 -1.62288 0.24072
C 3.87883 -0.28391 -0.72797
H 4.62039 -1.03545 -1.00200
H 4.15728 0.17849 0.22530
H 2.25816 -1.47307 -1.52012
H 0.76358 1.87524 -1.16592
H 1.26258 0.64098 -2.34117
H 5.47070 1.52164 -4.53914
H 4.51771 2.61567 -3.53044
H 3.43181 0.36993 -5.30279
H 2.42317 1.44304 -4.33179
H 3.25383 3.40537 -5.63844
H 2.48826 2.20860 -6.68479
H 4.24691 2.32584 -6.61785
```

Calculated values
Frontier orbital gap ... 6.66 eV
Max |F| ... 1.68 eV Å⁻¹
E_tot ... -36255.4169 eV
SMILES ... CCCC(=O)N1CCN(c2ccc(NC(=O)c3ccc([N+](=O)[O-])o3)cc2)CC1
Charge ... 0
Energy relative to the best compared isomer or geometry (same formula, charge and spin) ... 72.0 kcal per mole

=====

Formula: C6H16ClFN2O7PS
Source: the Open Molecules 2025 dataset
Level of theory: ωB97M-V/def2-TZVPD

Structure (XYZ):
```
35
C6H16ClFN2O7PS | the Open Molecules 2025 dataset | ωB97M-V/def2-TZVPD
O 1.23068 0.31710 1.39788
P 0.48301 -0.06486 0.14813
O 0.59001 -1.71651 -0.11411
O -1.15702 0.19621 0.46889
C 0.88557 0.96874 -1.35753
Cl 0.26463 0.03236 -2.80561
O 2.25062 1.15691 -1.57906
C 2.78993 2.19602 -0.76229
C 2.26629 3.63237 -1.11537
N 3.33925 4.63686 -0.80836
S 2.67752 6.22688 -0.94744
O 3.68696 7.14795 -1.49239
O 1.43889 6.21914 -1.74979
F 2.31618 6.76104 0.57021
H 1.35698 -2.07792 0.35222
H -1.23158 1.14895 0.62391
H 0.27554 1.89700 -1.32462
H 3.89054 2.19692 -0.95618
H 2.67096 2.03691 0.33149
H 1.39746 3.83843 -0.43572
H 1.88702 3.75233 -2.14822
H 3.51068 4.53539 0.20305
C -3.07813 -5.80141 1.58445
C -2.23599 -5.01320 0.63908
O -1.41283 -5.47913 -0.09616
N -2.26874 -3.54107 0.57637
C -3.43421 -2.78480 1.09394
H -3.32084 -6.75703 1.12370
H -2.51580 -5.97147 2.50479
H -4.01220 -5.29216 1.82046
H -1.38981 -3.25241 1.03169
H -2.04682 -3.34995 -0.41045
H -3.26029 -1.72873 0.89400
H -3.51554 -2.94792 2.16591
H -4.32894 -3.11895 0.57313
```

Calculated values
Frontier orbital gap ... 9.30 eV
Max |F| ... 5.27 eV Å⁻¹
E_tot ... -59151.3506 eV
Charge ... +1